Entry 1:
Molecular formula: C11H11F3OS2
Method: DFT, ωB97M-V with the def2-TZVPD basis set

```
28
Properties=species:S:1:pos:R:3:forces:R:3
F 2.064 -0.644 -4.588 -0.9 0.2 0.7
C 1.194 -0.500 -3.528 0.3 0.1 0.1
F 1.129 0.837 -3.262 -0.2 -0.6 -0.5
F -0.036 -0.904 -3.977 0.7 0.6 0.1
C 1.626 -1.294 -2.337 -0.9 0.6 0.9
C 0.864 -1.215 -1.068 1.8 -1.9 -0.9
O 0.127 -0.250 -0.748 -0.7 1.1 -0.6
C 1.143 -2.321 -0.175 -0.1 1.0 -0.4
C 2.329 -3.011 -0.259 0.4 -0.5 -0.4
C 3.194 -2.836 -1.348 0.3 0.0 0.0
C 2.802 -2.006 -2.398 0.3 -0.6 0.4
H 0.432 -2.513 0.618 0.1 0.1 0.3
H 2.609 -3.723 0.521 -0.2 0.1 -0.2
H 4.148 -3.368 -1.421 -0.4 0.2 0.2
H 3.444 -1.925 -3.269 -0.2 0.0 0.0
C -2.452 2.977 2.500 0.0 0.1 0.2
C -1.002 2.524 2.660 -0.7 0.5 0.0
S -0.299 1.760 1.180 1.7 -1.2 0.4
C -1.419 0.527 0.876 -0.3 0.3 0.1
S -3.034 0.959 0.649 -1.4 -1.2 0.2
C -3.406 1.820 2.208 0.2 0.8 0.1
H -2.767 3.452 3.439 0.0 0.0 -0.2
H -2.521 3.721 1.696 0.0 -0.1 0.2
H -0.338 3.376 2.859 -0.2 -0.3 0.0
H -0.898 1.783 3.466 0.1 0.3 -0.2
H -1.107 -0.482 0.633 0.2 0.4 -0.2
H -3.396 1.073 3.015 -0.1 0.2 -0.4
H -4.432 2.183 2.057 0.3 -0.1 0.1
```
Forces are in eV/Å.

Calculated values
Energy relative to the best compared isomer or geometry (same formula, charge and spin)   57.95 kJ/mol
Gap between HOMO and LUMO   0.139 hartree
HOMO energy   -6.61 eV
LUMO   -2.83 eV


Entry 2:
Molecular formula: C40H34F5HgN4O8S
Method: DFT, ωB97M-V with the def2-TZVPD basis set

```
93
Properties=species:S:1:pos:R:3:forces:R:3
Hg 0.882 -0.269 -1.330 -0.3 -0.7 -1.2
C -0.091 -5.785 -0.522 -0.3 0.1 0.0
O 1.184 -5.375 -1.006 0.3 0.0 0.0
C 1.142 -4.009 -1.132 -0.6 -0.2 0.0
N 0.036 -3.447 -0.859 0.1 0.3 0.1
C -0.911 -4.470 -0.421 0.0 -0.3 0.1
C -1.427 -4.251 0.983 0.0 0.1 -0.1
C -0.542 -3.951 2.012 0.0 0.1 0.0
C -1.007 -3.806 3.309 0.1 0.0 0.0
C -2.359 -3.949 3.590 -0.1 0.0 0.0
C -3.247 -4.241 2.566 0.0 0.0 0.1
C -2.778 -4.397 1.270 0.0 0.0 0.0
C 2.386 -3.380 -1.590 0.7 0.1 -0.2
C 3.365 -4.199 -2.112 -0.4 -0.1 0.1
C 4.591 -3.632 -2.530 0.3 0.1 -0.1
C 4.781 -2.289 -2.346 -0.1 -0.1 0.0
C 3.756 -1.505 -1.796 0.0 -0.1 0.1
N 2.514 -2.040 -1.456 0.1 -0.3 0.2
C 3.919 -0.113 -1.591 -0.3 0.2 0.2
N 2.985 0.664 -1.140 0.7 0.1 0.1
C 3.414 2.039 -1.239 0.1 0.0 -0.1
C 4.908 1.902 -1.649 -0.2 0.2 0.1
O 5.102 0.508 -1.901 0.1 -0.2 -0.2
C 3.215 2.814 0.040 0.0 0.1 0.0
C 3.167 2.167 1.268 0.0 0.0 0.0
C 3.034 2.897 2.440 0.0 0.0 0.0
C 2.927 4.280 2.397 0.0 0.0 0.0
C 2.953 4.930 1.172 0.0 0.0 0.0
C 3.101 4.200 0.003 0.0 0.0 0.0
H 0.029 -6.255 0.456 0.1 0.0 0.0
H -0.525 -6.507 -1.216 0.1 0.0 0.0
H -1.766 -4.486 -1.103 0.0 0.0 0.0
H 0.507 -3.795 1.785 0.0 0.0 0.0
H -0.311 -3.570 4.105 0.0 0.0 0.0
H -2.724 -3.812 4.600 0.0 0.0 0.0
H -4.307 -4.320 2.769 0.0 0.0 0.0
H -3.482 -4.604 0.471 0.0 0.0 0.0
H 3.177 -5.259 -2.197 0.0 0.0 0.0
H 5.365 -4.250 -2.965 0.0 0.0 0.0
H 5.704 -1.799 -2.627 0.0 0.0 0.0
H 2.845 2.534 -2.034 0.0 0.0 0.0
H 5.575 2.218 -0.841 0.0 -0.1 0.0
H 5.145 2.461 -2.555 0.0 0.0 0.0
H 3.201 1.084 1.293 0.0 0.0 0.0
H 3.015 2.385 3.395 -0.1 0.0 0.0
H 2.808 4.848 3.312 0.0 0.0 0.0
H 2.852 6.008 1.126 0.0 0.0 0.0
H 3.107 4.707 -0.956 0.0 0.0 0.0
C -1.766 6.261 -0.806 0.0 0.1 -0.1
O -1.792 5.796 0.521 0.0 0.0 0.0
C -1.357 4.520 0.729 0.1 -0.2 0.0
C -1.454 4.059 2.058 -0.1 0.1 0.2
C -1.013 2.803 2.354 0.1 0.0 -0.1
C -0.449 1.933 1.391 0.0 0.0 -0.3
C 0.108 0.670 1.810 0.0 0.0 0.2
C 0.166 0.394 3.306 0.0 -0.1 -0.1
O 0.581 -0.213 1.077 -0.1 0.1 0.2
C -0.412 2.377 0.022 0.1 -0.1 0.0
O 0.004 1.697 -0.970 -0.4 1.0 0.4
C -0.859 3.710 -0.250 -0.1 0.1 -0.2
H -2.171 7.271 -0.782 0.0 0.0 0.0
H -2.381 5.640 -1.463 0.0 0.0 0.0
H -0.745 6.289 -1.202 0.0 0.0 0.0
H -1.896 4.696 2.812 0.0 0.0 0.0
H -1.129 2.461 3.372 0.0 0.0 0.0
H 0.640 1.218 3.840 -0.1 0.0 0.0
H 0.741 -0.515 3.461 0.0 -0.1 0.0
H -0.841 0.243 3.701 0.0 0.1 0.0
H -0.797 4.010 -1.287 0.0 0.0 0.1
F 2.299 -0.470 -4.220 -0.1 0.0 0.2
C 1.113 0.086 -3.723 0.1 0.0 0.0
F 1.242 1.441 -4.038 -0.1 -0.1 0.1
C 0.061 -0.433 -4.689 -0.2 -0.2 -0.2
F -1.129 0.185 -4.511 0.2 -0.1 0.0
F -0.146 -1.758 -4.490 0.0 0.2 -0.1
F 0.363 -0.293 -6.010 -0.1 0.0 0.3
N -1.722 -0.946 -1.645 -0.2 0.1 0.3
C -2.746 -0.518 -0.765 -0.1 -0.1 -0.1
C -3.853 0.188 -1.228 0.1 0.0 0.1
C -4.874 0.544 -0.352 0.0 0.0 0.0
C -4.792 0.203 0.986 -0.3 0.1 0.2
C -3.672 -0.464 1.459 0.1 0.0 -0.1
C -2.654 -0.821 0.593 0.0 0.0 0.0
S -6.148 0.494 2.132 -0.1 0.0 0.0
O -5.527 1.092 3.311 0.0 -0.1 -0.1
O -7.075 1.377 1.429 0.1 -0.1 0.0
O -6.680 -0.849 2.374 0.0 0.1 0.0
H -1.993 -0.867 -2.614 0.1 0.0 -0.1
H -1.380 -1.873 -1.425 0.1 -0.1 -0.1
H -3.919 0.446 -2.280 0.0 0.0 0.0
H -5.751 1.079 -0.693 0.0 0.0 0.0
H -3.626 -0.700 2.515 0.1 -0.1 0.0
H -1.777 -1.344 0.948 0.1 0.0 0.1
```
Forces are in eV/Å.

Calculated values
Net charge   -2
Spin multiplicity   2
Gap between HOMO and LUMO (spin up / spin down)   0.183 / 0.251 hartree
HOMO energy (spin up / spin down)   -0.92 / -2.76 eV
LUMO (spin up / spin down)   4.07 / 4.06 eV
Expectation value of S²   0.767


Entry 3:
Molecular formula: C4H9NO2S
Method: DFT, ωB97M-V with the def2-TZVPD basis set

```
17
Properties=species:S:1:pos:R:3:forces:R:3
C -1.961 -0.710 0.300 0.4 -0.4 -1.3
C -1.213 -0.075 1.436 2.7 -1.4 0.5
C -0.232 0.878 0.798 0.7 0.1 0.1
S -0.550 2.048 -0.300 -0.1 0.1 0.7
O 0.959 0.394 1.178 -1.0 -0.3 0.0
N 2.204 0.901 0.717 -2.1 4.4 -0.8
C 2.230 0.873 -0.755 -2.1 2.9 0.7
O 3.057 0.086 1.232 2.8 -4.2 -0.9
H -2.268 -1.734 0.504 -0.1 0.1 0.0
H -2.749 -0.135 -0.183 -0.4 0.2 0.7
H -1.224 -0.686 -0.527 -0.3 -0.8 0.2
H -0.448 -0.818 1.953 -2.1 0.9 -1.0
H -1.728 0.350 2.251 -1.1 0.8 0.6
H 2.136 1.981 -1.076 0.3 -2.0 0.3
H 3.136 0.477 -1.021 2.1 -1.2 -0.9
H 1.333 0.362 -1.110 0.6 -0.3 -0.3
H 3.277 0.248 2.129 -0.1 1.1 1.3
```
Forces are in eV/Å.

Calculated values
Energy relative to the best compared isomer or geometry (same formula, charge and spin)   520.55 kJ/mol
Gap between HOMO and LUMO   0.341 hartree
HOMO energy   -8.65 eV
LUMO   0.63 eV


Entry 4:
Molecular formula: C2H8OS2
Method: DFT, ωB97M-V with the def2-TZVPD basis set

```
13
Properties=species:S:1:pos:R:3:forces:R:3
C 0.953 0.334 0.924 3.1 -0.8 -1.2
S 1.587 -0.491 -0.557 -0.2 0.6 1.7
S -1.768 0.126 0.319 -0.2 -0.8 0.8
C -0.859 -1.329 -0.084 -0.1 1.1 -0.8
H -0.095 0.753 0.872 -0.7 0.3 -0.4
H 1.007 -0.295 1.803 0.0 -0.2 0.2
H 1.647 1.163 1.002 -0.4 0.8 0.1
H -1.665 -2.046 -0.222 0.3 -0.8 0.2
H -0.352 -1.318 -1.101 -0.5 0.4 0.3
H -0.005 -1.435 0.607 -1.4 -1.4 0.2
H -0.841 1.383 -0.823 0.3 0.7 -0.8
H 0.554 1.247 -1.426 -0.4 0.7 -0.2
O -0.163 1.908 -1.313 0.3 -0.4 -0.1
```
Forces are in eV/Å.

Calculated values
Energy relative to the best compared isomer or geometry (same formula, charge and spin)   482.93 kJ/mol
Gap between HOMO and LUMO   0.217 hartree
HOMO energy   -9.17 eV
LUMO   -3.27 eV


Q: Which formula does entry 2 have?
A: C40H34F5HgN4O8S